Below is 14 unconnected molecules or ions with the total composition C42H98N14O14, with properties calculated with ωB97M-V/def2-TZVPD.

Values from the calculation:
ΔE to the lowest compared entry with this formula, charge and spin = 935.3 kJ/mol
HOMO energy = -9.14 eV
lowest unoccupied orbital energy = -0.12 eV
largest force on an atom = 5.14 eV/A

The geometry in ORCA input format:
```
! RIJCOSX wB97M-V def2-TZVPD def2/J DEFGRID3
* xyz 0 1
C 3.84595 8.45247 8.94159
C 2.47227 7.84437 9.17386
O 2.06661 7.86788 10.31370
N 1.73477 7.53546 8.06639
C 0.37822 6.94456 8.14134
H 3.69469 9.50787 9.16818
H 4.27713 8.22250 7.96726
H 4.52605 8.13905 9.73363
H 2.17467 7.31256 7.18497
H -0.37088 7.67815 7.84338
H 0.05444 6.51812 9.09077
H 0.25522 6.18901 7.36538
C -4.29241 4.36737 -6.08344
C -5.44672 5.40024 -6.45436
O -5.68024 5.54609 -7.62630
N -6.18315 6.03776 -5.51020
C -7.24048 6.90295 -5.81809
H -4.40536 3.97039 -5.07460
H -3.30816 4.83072 -6.01516
H -4.16254 3.61294 -6.85937
H -5.84718 5.97930 -4.55951
H -7.96911 6.19665 -6.21600
H -6.92871 7.72036 -6.46827
H -7.86858 7.31108 -5.02624
C 1.61267 10.51286 2.19837
C 1.44964 9.12927 1.31743
O 1.62098 8.05083 1.86419
N 0.88906 9.24399 0.12137
C 0.30012 8.09946 -0.69003
H 0.67174 11.05483 2.10349
H 2.45548 11.09696 1.82878
H 1.83518 10.47187 3.26464
H 0.73749 10.18821 -0.20355
H -0.57874 8.37650 -1.27224
H -0.11611 7.35231 -0.01431
H 0.91681 7.72485 -1.50703
C 3.81117 0.84268 9.36088
C 5.22759 0.92675 9.06374
O 5.78792 1.99888 9.17915
N 5.85180 -0.21194 8.74439
C 5.34449 -1.54335 9.06194
H 3.30977 0.58462 8.42809
H 3.44275 1.78451 9.76749
H 3.39365 0.01994 9.94130
H 6.84091 -0.05080 8.61876
H 4.81978 -1.47842 10.01513
H 6.17432 -2.24106 9.17459
H 4.61377 -1.94104 8.35767
C 6.56250 8.65397 -3.11094
C 5.68597 7.33533 -3.43320
O 5.04212 7.35704 -4.44935
N 5.73188 6.46500 -2.45902
C 5.03871 5.15360 -2.45089
H 6.67720 8.86156 -2.04706
H 6.06651 9.52466 -3.53989
H 7.52189 8.38323 -3.55181
H 6.14862 6.89756 -1.64704
H 4.23225 5.19895 -1.71900
H 5.69084 4.38931 -2.02819
H 4.78022 4.73835 -3.42498
C -4.00898 -4.30624 -9.43481
C -5.37644 -4.50610 -10.05535
O -5.97566 -3.49552 -10.42845
N -5.87192 -5.77247 -10.01084
C -7.10490 -6.10699 -10.62002
H -3.88806 -5.18199 -8.79721
H -3.94854 -3.34995 -8.91524
H -3.18507 -4.20269 -10.14090
H -5.40349 -6.48625 -9.47121
H -7.42723 -5.47037 -11.44398
H -7.72684 -5.93251 -9.74204
H -7.16895 -7.08902 -11.08864
C -7.62510 -8.96191 4.71369
C -6.66346 -8.17764 3.98768
O -6.26579 -7.15113 4.52099
N -6.22626 -8.62572 2.82912
C -5.12538 -8.05557 2.07542
H -7.39128 -8.76096 5.75918
H -7.60503 -10.02455 4.47183
H -8.65080 -8.68600 4.46890
H -6.66709 -9.47843 2.51500
H -5.47597 -7.50124 1.20485
H -4.60600 -8.93429 1.69309
H -4.52007 -7.36641 2.66429
C 9.84496 7.04144 5.32072
C 9.26906 6.29694 4.16639
O 8.93200 6.79396 3.06773
N 8.91508 4.96492 4.40717
C 8.48104 4.03062 3.40956
H 9.70806 8.11752 5.42748
H 10.88074 6.74028 5.16399
H 9.65951 6.53247 6.26659
H 9.16459 4.62886 5.32636
H 9.31915 3.47511 2.98875
H 8.04911 4.61118 2.59440
H 7.74503 3.29842 3.74162
C -2.42825 -3.18416 7.73385
C -3.46480 -2.24922 8.13250
O -3.18877 -1.03913 8.27009
N -4.69538 -2.66715 8.42698
C -5.80952 -1.96957 8.89970
H -1.46079 -2.68720 7.80560
H -2.39191 -3.60562 6.72928
H -2.33265 -4.15462 8.22087
H -4.89740 -3.52253 7.92934
H -5.63451 -0.92313 9.14961
H -6.23309 -2.46489 9.77339
H -6.58077 -1.87589 8.13517
C 6.37308 -3.58372 1.65967
C 6.09912 -4.87059 2.38926
O 7.05543 -5.39110 3.04298
N 4.92752 -5.50020 2.39457
C 3.83360 -5.36518 1.40504
H 5.52345 -3.02217 2.04813
H 6.38659 -3.72837 0.57940
H 7.32392 -3.21928 2.04849
H 4.86599 -6.32530 2.97381
H 2.99391 -4.71719 1.65629
H 3.34746 -6.27971 1.06533
H 4.14404 -4.90090 0.46900
C 0.18404 0.25748 1.08079
C 0.11541 -0.47039 -0.28113
O 1.12717 -0.57589 -0.96950
N -0.95264 -1.17575 -0.56730
C -1.12289 -2.01329 -1.80028
H -0.71467 0.78703 1.39701
H 1.01286 0.95382 1.20826
H 0.23732 -0.47746 1.88399
H -1.66997 -0.95706 0.10925
H -0.17665 -2.52451 -1.97743
H -1.51797 -1.35774 -2.57634
H -1.67573 -2.93425 -1.61508
C -7.90832 -4.21653 -2.75691
C -7.99689 -2.86191 -2.09790
O -8.00572 -1.84650 -2.77206
N -7.93381 -2.81410 -0.79471
C -8.05442 -1.44995 -0.00043
H -8.13840 -4.93019 -1.96579
H -6.87278 -4.30009 -3.08671
H -8.42059 -4.34110 -3.71093
H -8.01685 -3.63276 -0.20905
H -8.28203 -0.50730 -0.49814
H -7.09973 -1.33447 0.51272
H -8.70857 -1.66552 0.84439
C 3.34723 -1.78265 -12.00396
C 2.78034 -1.06154 -10.81562
O 1.88851 -0.20932 -10.96045
N 3.21206 -1.31733 -9.61545
C 2.66034 -0.67664 -8.36077
H 3.58770 -1.14638 -12.85568
H 2.58617 -2.41846 -12.45630
H 4.20325 -2.41124 -11.75860
H 4.06053 -1.86444 -9.58580
H 3.19055 -1.13232 -7.52450
H 1.60325 -0.91745 -8.24832
H 2.77321 0.40730 -8.38134
C 0.58919 -8.26430 -6.32695
C -0.36275 -8.65890 -5.27442
O -0.20043 -8.29215 -4.16127
N -1.39528 -9.47698 -5.67360
C -2.37421 -10.12424 -4.84360
H 0.86928 -7.22270 -6.16975
H 0.23144 -8.13775 -7.34876
H 1.51022 -8.84394 -6.26520
H -1.35485 -9.83039 -6.61889
H -3.05186 -9.49939 -4.26185
H -1.87081 -10.74435 -4.10187
H -3.07502 -10.68636 -5.46084
*
```

Results of the Löwdin charge analysis, in e, for atoms 1 through 99:
1 C -0.01
2 C -0.57
3 O 0.04
4 N 0.01
5 C -0.07
6 H 0.09
7 H 0.07
8 H 0.08
9 H 0.13
10 H 0.07
11 H 0.08
12 H 0.07
13 C 0.00
14 C -0.52
15 O 0.05
16 N -0.03
17 C -0.11
18 H 0.06
19 H 0.07
20 H 0.08
21 H 0.13
22 H 0.09
23 H 0.09
24 H 0.09
25 C 0.00
26 C -0.53
27 O 0.02
28 N 0.01
29 C -0.04
30 H 0.06
31 H 0.06
32 H 0.06
33 H 0.13
34 H 0.07
35 H 0.08
36 H 0.08
37 C -0.02
38 C -0.61
39 O 0.04
40 N 0.01
41 C -0.08
42 H 0.10
43 H 0.10
44 H 0.07
45 H 0.14
46 H 0.07
47 H 0.09
48 H 0.08
49 C 0.00
50 C -0.59
51 O 0.04
52 N 0.01
53 C -0.04
54 H 0.06
55 H 0.07
56 H 0.07
57 H 0.13
58 H 0.08
59 H 0.07
60 H 0.09
61 C -0.01
62 C -0.54
63 O 0.03
64 N -0.03
65 C -0.09
66 H 0.06
67 H 0.08
68 H 0.08
69 H 0.13
70 H 0.09
71 H 0.09
72 H 0.08
73 C -0.02
74 C -0.63
75 O 0.03
76 N 0.01
77 C -0.05
78 H 0.10
79 H 0.08
80 H 0.10
81 H 0.14
82 H 0.08
83 H 0.08
84 H 0.09
85 C -0.01
86 C -0.50
87 O 0.00
88 N -0.02
89 C -0.09
90 H 0.09
91 H 0.09
92 H 0.08
93 H 0.12
94 H 0.08
95 H 0.08
96 H 0.08
97 C -0.02
98 C -0.55
99 O 0.01